Entry A
Below is a cluster of 22 separate species, C66H176O22 in total, with properties calculated with ωB97M-V with the def2-TZVPD basis set.

```
264
Properties=species:S:1:pos:R:3
C 1.14033 -0.22220 -7.59760
C 1.02514 -1.68467 -7.95407
C 0.47790 -2.63567 -6.86380
O 0.21765 -1.80518 -9.09253
H 1.71490 -0.10855 -6.67833
H 0.13620 0.20096 -7.56999
H 1.66152 0.28927 -8.40683
H 1.96707 -2.13295 -8.27019
H 1.01292 -2.50645 -5.92298
H 0.44608 -3.66923 -7.20855
H -0.54575 -2.33746 -6.63728
H -0.58968 -1.32288 -8.89966
C 0.30502 6.12560 -0.50409
C -0.64116 4.99074 -0.82699
C -1.47020 4.41576 0.33517
O -1.55447 5.25809 -1.80746
H -0.29472 6.99852 -0.24635
H 1.01164 6.32054 -1.31081
H 0.98405 5.91306 0.32165
H -0.05742 4.14735 -1.19580
H -0.89570 3.93839 1.12900
H -2.14888 3.60361 0.07459
H -2.08532 5.21935 0.74011
H -2.10101 5.95265 -1.43265
C 3.87808 1.52007 -0.26309
C 3.61600 2.98566 0.30111
C 2.31638 3.20813 0.96205
O 4.62326 3.43371 1.20636
H 3.85637 0.78570 0.54209
H 4.85328 1.50330 -0.74973
H 3.03616 1.36079 -0.93681
H 3.58202 3.71323 -0.50980
H 2.10331 4.21972 1.30757
H 2.18750 2.60565 1.86122
H 1.52135 3.11362 0.22239
H 5.52010 3.26278 0.90960
C -1.52014 1.71365 -3.71910
C -2.38226 0.46727 -4.04701
C -1.44577 -0.72787 -4.33926
O -3.02973 0.11187 -2.88379
H -0.92767 1.41098 -2.85570
H -2.09784 2.53595 -3.29697
H -0.88905 1.97895 -4.56730
H -3.11745 0.67687 -4.82397
H -0.78153 -0.39344 -5.13615
H -1.97513 -1.61944 -4.67538
H -0.82169 -1.04169 -3.50251
H -2.37409 -0.26085 -2.28981
C 3.14713 3.12983 5.49770
C 4.63115 3.40274 5.76841
C 5.63312 2.51537 5.03931
O 4.89792 4.75265 5.37922
H 2.97573 2.85991 4.45565
H 2.46614 3.90941 5.83917
H 2.82023 2.22792 6.01519
H 4.78045 3.33478 6.84599
H 5.65577 1.52354 5.49082
H 6.66389 2.84723 5.16372
H 5.39567 2.39737 3.98205
H 4.41741 4.93576 4.56855
C -0.00578 2.56698 6.41199
C -0.53341 1.25477 5.71871
C -1.15823 1.62546 4.32674
O 0.56546 0.49171 5.38723
H 0.41012 3.27673 5.69688
H 0.70982 2.35765 7.20710
H -0.90869 3.01501 6.82686
H -1.22145 0.73859 6.38823
H -0.34080 1.86947 3.64823
H -1.83477 2.48008 4.33169
H -1.64354 0.78332 3.83341
H 0.96644 0.19817 6.20860
C -4.37779 -4.01728 -2.45245
C -5.81957 -4.17260 -2.98273
C -6.85823 -3.80836 -1.89550
O -6.04456 -3.26563 -4.05544
H -4.15558 -4.76343 -1.68957
H -4.22097 -3.04325 -1.98900
H -3.53372 -4.09466 -3.13776
H -5.96300 -5.18984 -3.34707
H -6.67897 -2.75935 -1.65984
H -6.58691 -4.43194 -1.04367
H -7.85124 -3.97516 -2.31289
H -5.99279 -2.33241 -3.83628
C -1.54410 -4.58080 2.01847
C -2.59489 -4.45347 0.87081
C -3.80915 -3.57833 1.31319
O -2.03849 -3.86920 -0.34820
H -1.87493 -5.27257 2.79313
H -1.35623 -3.62388 2.50540
H -0.58373 -5.01102 1.73438
H -2.86097 -5.50708 0.78595
H -4.43878 -4.13793 2.00494
H -4.43328 -3.38063 0.44171
H -3.49687 -2.59589 1.66730
H -1.53168 -4.52294 -0.83540
C 1.81090 -4.44270 -2.61600
C 0.27206 -4.56432 -2.67135
C -0.23202 -5.11806 -4.02969
O -0.03097 -5.50892 -1.64708
H 2.24298 -3.60641 -3.16556
H 2.30645 -5.34719 -2.96874
H 2.15506 -4.15249 -1.62331
H -0.31879 -3.66405 -2.50249
H -0.21874 -4.34937 -4.80236
H -1.28370 -5.38798 -3.93366
H 0.37251 -5.95750 -4.37317
H 0.68918 -6.13717 -1.73807
C 3.12841 0.48409 -3.92734
C 4.52434 0.65561 -4.51567
C 4.49321 1.04676 -6.00051
O 5.08485 1.76378 -3.81926
H 3.04641 0.11597 -2.90467
H 2.55527 -0.22954 -4.51924
H 2.61159 1.44336 -3.95586
H 5.14288 -0.22295 -4.33231
H 3.93593 1.97500 -6.12669
H 3.88592 0.29761 -6.50851
H 5.47430 0.95758 -6.46698
H 4.57175 2.54092 -4.05247
C -3.34833 4.93415 -4.41287
C -2.11460 5.26210 -5.23710
C -2.03117 6.76605 -5.51404
O -1.03797 4.86118 -4.45232
H -3.45651 5.26076 -3.37860
H -3.53691 3.86249 -4.34908
H -4.13733 5.43151 -4.97698
H -2.04361 4.65772 -6.14142
H -2.11946 7.38682 -4.62244
H -2.85665 7.02720 -6.17622
H -1.09935 7.13498 -5.94265
H -1.17404 5.11089 -3.53540
C -7.34331 0.14735 -5.32920
C -5.95126 0.40682 -4.71740
C -5.89754 1.72420 -3.92364
O -5.72718 -0.63307 -3.80799
H -8.17142 0.25276 -4.62833
H -7.43404 -0.87652 -5.69190
H -7.54982 0.80559 -6.17311
H -5.24000 0.37700 -5.54283
H -6.08869 2.53331 -4.62856
H -4.89923 1.82566 -3.49799
H -6.68254 1.77864 -3.16938
H -4.86873 -0.44528 -3.42146
C 3.32245 -1.67940 3.12903
C 1.89144 -1.66807 2.47965
C 1.76178 -2.97184 1.62039
O 0.95514 -1.69120 3.53228
H 3.56999 -2.53179 3.76168
H 3.50970 -0.81381 3.76447
H 4.09670 -1.69795 2.36203
H 1.66902 -0.73293 1.96569
H 2.45114 -2.99583 0.77640
H 0.72445 -3.11297 1.31689
H 1.93083 -3.78686 2.32414
H 0.88956 -0.82543 3.94184
C -0.73582 -4.08175 5.93590
C 0.58973 -3.62799 6.54877
C 1.10577 -4.44969 7.70582
O 1.64814 -3.59502 5.55346
H -1.14512 -3.43536 5.15951
H -1.52160 -4.18385 6.68438
H -0.63174 -5.04861 5.44350
H 0.42015 -2.60704 6.89082
H 1.21211 -5.49261 7.40730
H 0.29835 -4.47601 8.43758
H 1.92953 -4.01322 8.27063
H 1.43028 -2.97450 4.85410
C 5.40689 -2.71744 -6.17067
C 5.35152 -3.22617 -4.75102
C 5.43359 -4.73907 -4.66530
O 6.47641 -2.62309 -4.12760
H 5.52279 -1.64342 -6.31607
H 4.47321 -3.00668 -6.65304
H 6.12654 -3.25719 -6.78619
H 4.41578 -2.88040 -4.31176
H 5.20701 -5.10444 -3.66367
H 6.41062 -5.14697 -4.92443
H 4.68922 -5.09199 -5.37906
H 6.58951 -3.10232 -3.30350
C -5.10961 5.69937 5.34071
C -3.76761 5.61554 4.62335
C -3.77086 4.66040 3.41289
O -3.44712 6.94491 4.25146
H -5.92369 5.98680 4.67530
H -5.00878 6.46577 6.10919
H -5.38853 4.72616 5.74466
H -2.96163 5.29645 5.28417
H -4.16250 3.68807 3.71168
H -2.75798 4.40022 3.10554
H -4.35829 5.03832 2.57610
H -2.50643 7.11834 4.33274
C -5.30964 2.47131 -0.53280
C -5.74147 1.02418 -0.47862
C -4.64609 0.28475 0.32088
O -6.97038 0.83047 0.15388
H -5.23378 2.93958 0.44856
H -6.03261 3.10691 -1.04410
H -4.32308 2.61054 -0.97486
H -5.78382 0.62649 -1.49260
H -4.96162 -0.75637 0.38868
H -4.56496 0.74625 1.30503
H -3.71256 0.28021 -0.24179
H -7.68469 1.02227 -0.45813
C 0.96414 6.32907 6.37132
C 0.28592 6.80210 5.05550
C 0.14844 5.72027 3.98068
O -0.97620 7.30955 5.47329
H 0.75099 6.96928 7.22736
H 2.04025 6.42743 6.22845
H 0.80999 5.31082 6.72839
H 0.90308 7.61752 4.67827
H -0.61050 4.98690 4.25323
H 1.02925 5.10712 3.79009
H -0.24029 6.11274 3.04103
H -0.80394 8.07088 6.03213
C 0.87276 -0.86729 -0.77205
C -0.47756 -0.55523 -0.11744
C -0.67733 0.91664 0.09734
O -1.44171 -1.11020 -0.93297
H 0.99251 -0.53590 -1.80352
H 1.01184 -1.93980 -0.90794
H 1.68526 -0.42198 -0.19790
H -0.57353 -1.09479 0.82477
H -0.28476 1.59353 -0.66149
H -0.15392 1.21636 1.00526
H -1.75687 1.02656 0.20035
H -1.68243 -2.00333 -0.67610
C 4.73843 -5.34266 2.32624
C 5.45951 -5.56358 1.02457
C 4.50767 -5.23040 -0.16241
O 6.64664 -4.72752 0.88076
H 4.88917 -4.32582 2.68874
H 5.25228 -5.93800 3.08097
H 3.69772 -5.66453 2.28849
H 5.68435 -6.61856 0.86782
H 4.92304 -5.51787 -1.12829
H 4.22859 -4.18537 -0.29696
H 3.55610 -5.72721 0.02676
H 7.21526 -5.00248 1.60371
C -4.62989 -2.86182 5.96438
C -4.70408 -1.37143 5.66720
C -4.13010 -1.13079 4.21873
O -6.05941 -1.06777 5.58382
H -5.25084 -3.12553 6.82052
H -3.68755 -3.18357 6.40775
H -4.96747 -3.45014 5.11114
H -4.22195 -0.79949 6.46000
H -4.33163 -0.09969 3.92835
H -4.66869 -1.76854 3.51780
H -3.07195 -1.39138 4.19606
H -6.43478 -0.93140 6.45680
C 6.28817 -1.60383 -0.21190
C 7.40935 -2.15541 -1.06701
C 8.81255 -2.14635 -0.46965
O 7.07037 -3.48727 -1.47380
H 6.39799 -0.53984 -0.00222
H 6.12666 -2.09403 0.74816
H 5.33190 -1.69401 -0.72719
H 7.57530 -1.54041 -1.95151
H 9.56930 -2.52143 -1.15867
H 8.84075 -2.71709 0.45856
H 9.08385 -1.10012 -0.32861
H 6.98993 -3.96171 -0.64311
```

Computed properties:
HOMO level, eV: -9.05
Molecular weight, g/mol: 1322.11
Total charge: 0
Spin multiplicity: 1
Kohn-Sham gap, eV: 9.3
LUMO level, eV: 0.238


Entry B
Below is a cluster of 22 separate species, C66H176O22 in total, with properties calculated with ωB97M-V with the def2-TZVPD basis set.

```
264
Properties=species:S:1:pos:R:3
C 6.21331 0.65604 5.67833
C 7.35153 0.10267 4.86246
C 7.17655 0.43879 3.38753
O 8.71175 0.40054 5.31858
H 6.13097 0.30540 6.70760
H 5.33227 0.31544 5.11638
H 6.19952 1.75577 5.57143
H 7.33503 -0.98532 4.92690
H 7.99897 0.01424 2.80755
H 7.20653 1.53073 3.29453
H 6.21794 0.13185 2.99737
H 8.84255 1.35065 5.24743
C -7.10286 -2.47420 2.84414
C -6.89898 -3.43068 1.63169
C -6.87409 -4.89386 2.04198
O -7.81101 -3.15885 0.60486
H -8.01872 -2.64770 3.42960
H -7.01675 -1.42463 2.56488
H -6.27246 -2.72613 3.50595
H -5.93076 -3.13584 1.19971
H -7.84063 -5.14601 2.51612
H -6.04382 -5.05229 2.74319
H -6.75315 -5.51589 1.15826
H -8.73128 -3.17858 0.90408
C -3.03292 -2.68341 3.92590
C -3.26795 -1.56830 2.95111
C -2.13979 -0.55310 3.04877
O -3.55255 -2.05693 1.70719
H -3.82624 -3.43775 3.96671
H -2.90067 -2.30126 4.93643
H -2.11283 -3.20925 3.65867
H -4.16963 -0.99726 3.18467
H -2.03542 -0.14401 4.07213
H -2.31149 0.27307 2.35729
H -1.16504 -1.00242 2.78753
H -2.92920 -2.75789 1.44105
C 4.26737 -2.82218 1.56230
C 3.69745 -2.42693 2.89595
C 4.65392 -2.80127 4.00419
O 3.40924 -1.05563 2.92295
H 5.16009 -2.23946 1.31492
H 3.53878 -2.72503 0.75349
H 4.54890 -3.88266 1.63064
H 2.72187 -2.95650 3.03530
H 4.31168 -2.47479 4.98855
H 5.58499 -2.26440 3.79845
H 4.85497 -3.88578 4.00918
H 2.89989 -0.88964 3.74781
C -4.97332 -1.97907 -1.33226
C -5.61823 -0.78185 -0.66103
C -5.14127 0.53633 -1.31445
O -7.03636 -0.71956 -0.72926
H -5.30582 -2.92277 -0.86882
H -3.87804 -1.90615 -1.20285
H -5.21724 -1.96815 -2.40118
H -5.25947 -0.86563 0.38297
H -5.45591 0.47444 -2.36233
H -4.05034 0.57994 -1.29697
H -5.56409 1.44340 -0.87478
H -7.43986 -1.50870 -0.33107
C 2.63769 1.99537 -4.12197
C 2.41108 0.44126 -4.12094
C 3.51662 -0.22100 -3.32543
O 1.10627 0.09867 -3.68890
H 2.67604 2.29544 -3.07256
H 1.88289 2.58111 -4.64534
H 3.63309 2.18776 -4.54014
H 2.43973 0.10175 -5.15891
H 4.52754 0.09515 -3.59375
H 3.48592 -1.31575 -3.33608
H 3.33026 0.09072 -2.28437
H 0.92709 0.54562 -2.82744
C -1.30203 3.55839 2.75974
C -1.07443 2.78041 1.48866
C -2.20481 2.74589 0.48431
O -0.03160 3.28323 0.67915
H -2.03044 2.97319 3.32675
H -1.68129 4.56784 2.64866
H -0.37896 3.57843 3.35088
H -0.78976 1.77124 1.82659
H -2.51807 3.76228 0.21657
H -3.08380 2.19406 0.81731
H -1.84255 2.24564 -0.40969
H 0.75858 3.51450 1.23343
C -5.25432 3.30927 2.91154
C -5.75136 3.56560 4.34925
C -4.77393 2.91752 5.33058
O -6.11164 4.90712 4.56612
H -5.97719 3.72115 2.20638
H -5.07640 2.25206 2.68385
H -4.31390 3.84845 2.74426
H -6.72901 3.06450 4.46968
H -5.04320 3.02129 6.39689
H -3.77539 3.37265 5.19753
H -4.67548 1.86834 5.05511
H -5.30608 5.42237 4.41265
C -3.25716 -7.28363 -2.45978
C -3.06669 -6.12711 -1.47177
C -4.26485 -5.85372 -0.57793
O -2.04945 -6.32966 -0.46867
H -3.50287 -8.21058 -1.93453
H -2.42043 -7.46214 -3.14653
H -4.12037 -6.98776 -3.05023
H -2.84963 -5.20795 -2.04684
H -4.43841 -6.77390 -0.02393
H -5.14677 -5.60540 -1.16806
H -4.04398 -5.03969 0.12533
H -1.16343 -6.35294 -0.85348
C -2.37899 1.49380 -3.49080
C -1.59801 2.12874 -4.69826
C -0.85737 3.39651 -4.19221
O -0.82557 1.29145 -5.48185
H -2.94239 2.30489 -2.99211
H -1.66553 1.11512 -2.75813
H -3.09352 0.73002 -3.82539
H -2.40111 2.40998 -5.38780
H -0.14054 3.08845 -3.42175
H -1.54280 4.06351 -3.66761
H -0.33436 3.96877 -4.95055
H -0.10731 0.89390 -4.93723
C 3.78754 -5.06241 -1.92850
C 3.09585 -4.78677 -3.23312
C 3.72709 -5.52961 -4.37419
O 1.75514 -5.19282 -3.09125
H 3.70301 -6.16305 -1.77465
H 3.23235 -4.54607 -1.13724
H 4.84528 -4.77402 -1.97189
H 3.14731 -3.71783 -3.43334
H 4.77151 -5.26275 -4.48431
H 3.20114 -5.35560 -5.30671
H 3.68957 -6.59163 -4.12782
H 1.28173 -4.36386 -2.93122
C 4.29863 5.06063 -3.55397
C 4.52161 6.10381 -2.45570
C 4.41973 5.37147 -1.14446
O 5.79806 6.73783 -2.39859
H 4.40421 5.48411 -4.56645
H 3.27661 4.69047 -3.44128
H 4.99778 4.22819 -3.41786
H 3.79838 6.92527 -2.55096
H 3.50126 4.79329 -1.00525
H 4.57229 6.03420 -0.28822
H 5.24528 4.64159 -1.11184
H 5.98011 7.17598 -3.23541
C 6.95636 1.06215 -1.67669
C 7.35386 2.00606 -2.74456
C 7.80815 3.34572 -2.25136
O 8.24835 1.35875 -3.62016
H 6.16363 1.55538 -1.08401
H 7.80779 0.95303 -0.99075
H 6.66199 0.06494 -1.98835
H 6.38925 2.26577 -3.21585
H 6.98099 3.82280 -1.73175
H 8.11189 3.98434 -3.09266
H 8.65819 3.27245 -1.56783
H 8.50980 1.98854 -4.30468
C -0.34589 -3.28476 5.99220
C 0.72993 -4.03577 6.79720
C 1.16875 -5.34031 6.10929
O 1.78031 -3.12170 7.08764
H -1.26310 -3.87335 5.96875
H -0.01185 -3.01388 4.98298
H -0.55067 -2.34768 6.51176
H 0.27759 -4.33652 7.74993
H 0.30266 -5.98848 6.02864
H 1.92741 -5.90880 6.67151
H 1.52719 -5.15499 5.08691
H 2.51226 -3.57299 7.51656
C 2.58275 0.83998 6.93445
C 1.50443 0.15744 6.10587
C 0.89057 1.12119 5.06606
O 2.04354 -0.88847 5.33847
H 2.13014 1.59767 7.58057
H 3.37442 1.30564 6.33593
H 3.04348 0.11202 7.59225
H 0.75486 -0.24056 6.79185
H 1.65988 1.41340 4.35209
H 0.41687 2.03777 5.43432
H 0.16061 0.56255 4.45617
H 2.11059 -1.70662 5.88591
C -3.06815 -1.87646 -8.57278
C -2.25941 -0.67048 -7.98479
C -2.57978 0.61145 -8.80916
O -2.68349 -0.46932 -6.64099
H -2.94409 -2.81859 -8.01509
H -2.82909 -2.02822 -9.63207
H -4.12285 -1.59036 -8.47629
H -1.19155 -0.93826 -8.00593
H -3.65550 0.79596 -8.88141
H -2.18313 0.45140 -9.81697
H -2.07205 1.47011 -8.38209
H -2.11617 0.22201 -6.22650
C -5.41893 5.42334 -0.98797
C -4.51399 4.82393 -2.06778
C -5.29655 4.38631 -3.27921
O -3.52877 5.80056 -2.45598
H -4.87396 5.61200 -0.06236
H -6.20862 4.69593 -0.75871
H -5.91227 6.33488 -1.32580
H -4.03753 3.92996 -1.63268
H -4.59867 4.07434 -4.06032
H -5.86991 5.26856 -3.59726
H -5.98517 3.58414 -3.02651
H -2.63773 5.42150 -2.48887
C 0.04149 -5.10230 2.42504
C -0.38411 -4.09805 1.38105
C 0.45683 -4.18474 0.13382
O -1.78646 -4.15045 1.12800
H -0.55252 -5.09956 3.34107
H 1.07968 -4.91841 2.69516
H 0.04108 -6.09992 1.96021
H -0.25039 -3.10172 1.81592
H 1.49121 -3.88465 0.32955
H 0.05829 -3.59295 -0.69008
H 0.49271 -5.23352 -0.16453
H -2.00340 -4.98160 0.65546
C 4.34799 2.65068 3.15744
C 3.50150 3.30826 2.09758
C 3.44270 2.39135 0.88290
O 2.14341 3.50902 2.45245
H 4.08785 1.60563 3.33941
H 4.42348 3.24353 4.06056
H 5.33402 2.73192 2.69983
H 3.91637 4.28728 1.80354
H 2.77125 2.74972 0.10443
H 3.06548 1.41188 1.19639
H 4.41573 2.21217 0.43929
H 2.08989 4.12014 3.19619
C -1.53032 7.06553 -0.07288
C -0.57185 6.43167 -1.03302
C 0.84217 6.47656 -0.58258
O -0.93985 5.08703 -1.32143
H -2.56510 7.06515 -0.42893
H -1.19405 8.09375 0.08702
H -1.44546 6.56161 0.89303
H -0.60707 6.94492 -1.99991
H 0.89980 5.96850 0.38080
H 1.11215 7.52606 -0.48077
H 1.45732 5.96942 -1.32342
H -0.72449 4.49773 -0.55512
C -1.71055 -2.57503 -4.30512
C -0.31521 -3.13682 -4.59162
C 0.16734 -2.82264 -6.02367
O 0.59333 -2.75292 -3.57380
H -2.10570 -2.88470 -3.32063
H -2.40325 -2.93852 -5.06909
H -1.72027 -1.48418 -4.35249
H -0.35029 -4.22664 -4.48256
H -0.63875 -3.16327 -6.67711
H 1.08927 -3.35247 -6.28205
H 0.26564 -1.74455 -6.19453
H 0.74924 -1.78099 -3.54533
C 1.00485 -0.55942 0.68889
C 0.28007 -0.39470 -0.60388
C -1.19222 -0.70587 -0.45824
O 0.44959 0.89387 -1.21000
H 0.62623 0.11345 1.47562
H 2.09851 -0.44913 0.64960
H 0.82999 -1.57396 1.04133
H 0.73852 -1.10179 -1.30782
H -1.63996 -0.05100 0.29046
H -1.30477 -1.72078 -0.05169
H -1.75566 -0.65228 -1.40232
H 0.36214 1.63111 -0.57434
```

Computed properties:
HOMO level, eV: -9.26
Molecular weight, g/mol: 1322.11
Total charge: 0
Spin multiplicity: 1
Kohn-Sham gap, eV: 9.4
LUMO level, eV: 0.149


Unit: hartree. Relative energies: entry A 0.1710; entry B 0.0000.